Below is the molecule C13H21P in a non-equilibrium geometry, with properties calculated with ωB97M-V/def2-TZVPD.

```
35
Properties=species:S:1:pos:R:3:nbo_charge:R:1
C -1.68707 1.45115 1.44310 -0.64
C -1.86745 1.73405 -0.02297 -0.15
C -2.72214 1.14231 -0.87856 -0.24
C -2.58033 -0.24835 -0.65906 -0.05
C -1.31912 -0.55481 -0.25417 -0.27
P 0.28366 -0.32920 -1.08658 0.82
C 1.16783 1.19924 -0.40857 -0.49
C 1.99408 1.83778 -1.52319 -0.60
C 2.02838 0.78470 0.79516 -0.42
C 1.60122 -0.60590 1.25778 -0.41
C 1.32297 -1.44036 0.00943 -0.49
C 2.59834 -1.87896 -0.70405 -0.61
C -1.78335 -1.94860 0.23227 -0.44
C -3.20743 -1.53255 -0.21550 -0.41
H -0.64546 1.37742 1.74132 0.21
H -2.19948 0.54584 1.75205 0.21
H -2.11679 2.29438 1.99340 0.21
H -1.64245 2.78821 -0.22782 0.19
H -3.17260 1.61868 -1.73268 0.22
H 0.40365 1.91934 -0.11610 0.23
H 1.34577 2.15957 -2.33600 0.21
H 2.72066 1.13529 -1.92737 0.20
H 2.53051 2.70656 -1.14426 0.20
H 1.93155 1.50989 1.60610 0.22
H 3.08067 0.76332 0.50378 0.20
H 2.37037 -1.06835 1.88024 0.21
H 0.68382 -0.53696 1.84723 0.20
H 0.74856 -2.33521 0.26315 0.23
H 3.15835 -2.57561 -0.08106 0.21
H 3.24246 -1.03029 -0.92384 0.20
H 2.35685 -2.37421 -1.64293 0.22
H -1.68376 -2.11319 1.30408 0.21
H -1.38000 -2.80727 -0.30301 0.20
H -3.94974 -1.44345 0.57829 0.20
H -3.61256 -2.14448 -1.01963 0.21
```

Output
* HOMO-LUMO gap: 8.78 eV
* net charge: 0
* SMILES string: C/C=C\C1=C(P2[C@H](C)CC[C@@H]2C)CC1
* energy relative to the best compared isomer or geometry (same formula, charge and spin): 274.5 kJ/mol
* energy: -849.168437 a.u.
* max |F|: 3.40 eV/A

=====

Below is a structure of composition C13H22AgF3N2O5PS in a non-equilibrium geometry, with properties calculated with ωB97M-V/def2-TZVPD.

```
48
Properties=species:S:1:pos:R:3:nbo_charge:R:1
N -1.93558 2.65267 3.68381 -1.30
P -1.33540 1.22436 3.64501 1.36
C -1.33469 0.52390 1.93053 -0.38
N -2.16948 -0.68700 1.78706 -0.65
C -1.43312 -1.73960 1.20046 0.69
O -1.77302 -2.88888 1.23499 -0.52
C -0.19019 -1.13585 0.49456 -0.13
C 0.91743 -2.21398 0.49698 -0.43
C 1.21863 -2.91542 -0.82119 -0.07
O 0.04655 -3.46093 -1.39926 -0.74
C -0.79062 -0.78384 -0.89980 -0.45
C 0.16888 -0.19166 -1.97997 -0.47
C -0.51841 0.85120 -2.90407 -0.66
S -1.77590 0.14843 -3.96855 2.38
O -1.26728 -1.09884 -4.43045 -0.90
O -2.11010 1.15654 -4.90882 -0.89
O -3.05124 -0.07094 -3.06195 -0.86
C 0.08894 -0.04634 1.58511 -0.23
C 1.32833 0.88227 1.50164 -0.42
C 1.34401 2.14144 0.60817 -0.43
C 2.69713 2.52926 0.12165 0.18
F 3.00432 3.82815 0.28005 -0.29
C 3.64106 1.72894 -0.38772 0.72
F 4.88413 1.71678 -0.00265 -0.26
F 3.43632 0.85341 -1.34588 -0.29
H -2.74113 2.78048 4.28019 0.41
H 0.02014 1.17953 4.00816 -0.07
H -1.98252 0.23784 4.41552 -0.05
H -1.77255 1.33765 1.30123 0.15
H -2.53379 -0.95741 2.69390 0.41
H 0.68277 -2.96850 1.24603 0.25
H 1.86035 -1.75769 0.81239 0.21
H 1.73542 -2.25816 -1.52280 0.16
H 1.93371 -3.71107 -0.60309 0.20
H 0.14548 -4.40713 -1.51911 0.50
H -1.29458 -1.67236 -1.28183 0.30
H -1.62076 -0.05441 -0.74392 0.12
H 0.44381 -1.00994 -2.64302 0.29
H 1.05516 0.23806 -1.51789 0.22
H 0.19976 1.30287 -3.58476 0.29
H -1.01300 1.67329 -2.32138 0.13
H -2.85591 -0.58560 -2.26622 0.51
H 0.33019 -0.66082 2.46187 0.24
H 2.20366 0.26933 1.29523 0.24
H 1.46798 1.25283 2.51732 0.24
H 1.00908 2.98691 1.21102 0.28
H 0.63738 2.01885 -0.24599 0.07
Ag -1.00136 1.76134 -0.45259 0.94
```

Output
* HOMO-LUMO gap: 7.55 eV
* net charge: +1
* energy: -2179.906552 a.u.
* max |F|: 2.19 eV/A

=====

Below is a structure of composition C13H22BBr2Cl2F2NNaO5PS in a non-equilibrium geometry, with properties calculated with ωB97M-V/def2-TZVPD.

```
51
Properties=species:S:1:pos:R:3:nbo_charge:R:1
C 0.05282 2.12137 1.13944 -0.62
C -1.19109 1.39288 1.63561 -0.41
C -1.97171 0.62369 0.54413 -0.19
C -2.56129 -0.72088 1.04990 -0.67
P -3.48723 -0.81149 2.64215 0.86
S -5.27898 -1.47493 2.39669 -0.51
C -1.43724 -1.65664 0.77115 0.30
Br -1.03466 -3.23617 1.55269 0.40
N -0.70583 -1.18534 -0.18878 -0.50
C -1.13736 0.15032 -0.65845 -0.08
C -1.84046 0.15810 -2.02186 -0.22
Cl -2.85062 -1.28737 -2.29366 -0.02
C -0.91817 0.35730 -3.22530 -0.23
C 0.16628 -0.68812 -3.39001 -0.65
Cl -0.26698 2.04909 -3.13089 -0.07
H 0.84426 1.41493 0.88098 0.20
H -0.17169 2.69153 0.23402 0.21
H 0.44741 2.78836 1.90011 0.24
H -1.86415 2.12661 2.07461 0.23
H -0.88905 0.69326 2.42060 0.20
H -2.78748 1.26410 0.21177 0.25
H -3.31535 -1.04571 0.31922 0.33
H -2.69011 -1.63205 3.45090 0.00
H -3.42906 0.49887 3.13222 -0.01
H 0.10217 -1.68012 -0.54732 0.45
H -0.21307 0.70336 -0.80966 0.25
H -2.51810 1.01006 -2.00190 0.26
H -1.56533 0.34870 -4.09942 0.25
H 0.69517 -0.53519 -4.33000 0.23
H -0.26370 -1.68933 -3.41089 0.25
H 0.90254 -0.63127 -2.58128 0.18
B 1.02114 -6.27633 2.04210 1.26
O 1.49083 -5.28385 3.06703 -0.68
C 2.52110 -4.60645 2.60581 0.67
O 3.11266 -3.72742 3.16844 -0.58
C 2.81616 -5.11797 1.15838 0.67
O 3.67253 -4.69249 0.43255 -0.58
O 1.93905 -6.05538 0.87834 -0.66
F -0.27709 -5.90599 1.65734 -0.56
F 1.07015 -7.55936 2.50230 -0.52
C 2.13790 5.11127 0.05446 -0.64
C 3.00504 4.31721 -0.89208 -0.07
O 2.67275 2.90410 -0.86180 -0.77
H 2.24916 4.73779 1.07335 0.21
H 2.41628 6.16412 0.03398 0.23
H 1.08603 5.03299 -0.23003 0.23
H 4.05637 4.37049 -0.61762 0.19
H 2.89268 4.70263 -1.91034 0.17
H 1.73482 2.84341 -1.07922 0.46
Na 2.32269 2.02735 -3.25944 0.96
Br -0.76221 4.89597 -3.49031 -0.89
```

Output
* HOMO-LUMO gap: 5.68 eV
* net charge: 0
* energy: -8134.544642 a.u.
* max |F|: 1.01 eV/A